[1]
14 unconnected molecules or ions with the total composition C44H125N9O17 at a distorted geometry, computed with ωB97M-V with the def2-TZVPD basis set.

```
! wB97M-V def2-TZVPD RIJCOSX def2/J DEFGRID3
* xyz 0 1
C -5.80513 23.80683 4.85128
O -6.70022 22.99386 4.15479
H -6.25788 23.94851 5.83468
H -4.89806 23.22293 5.00953
H -5.62986 24.74865 4.33061
H -7.59750 23.24002 4.39076
C -2.54841 26.91684 9.45420
O -3.04978 28.05545 10.11626
H -2.15036 26.14755 10.11560
H -3.40157 26.61459 8.83704
H -1.85861 27.06139 8.62089
H -3.81873 27.86798 10.65755
C -4.87540 15.70157 5.32875
C -5.89705 16.50509 6.11647
C -6.37127 17.70841 5.23082
O -5.55405 18.82163 5.15040
C -5.95313 19.77949 4.23651
N -6.98108 15.64418 6.51016
H -4.68430 14.72738 5.77927
H -3.92909 16.24005 5.41370
H -5.04852 15.58883 4.25779
H -5.29192 16.95156 6.90640
H -7.23774 18.14842 5.74723
H -6.87965 17.42101 4.30476
H -5.12762 20.49030 4.27054
H -6.89903 20.24705 4.52158
H -6.06957 19.37358 3.22843
H -7.54003 15.33471 5.72320
H -7.70572 16.13899 7.01883
C 0.05791 15.63482 6.41949
C -0.29910 15.55543 7.85137
C 0.52071 14.43734 8.52343
O 0.39428 13.17137 7.92713
C 0.91932 12.10553 8.60027
N -0.03051 16.89375 8.38288
H 1.10191 15.89620 6.23547
H -0.54543 16.41846 5.95578
H -0.10508 14.70886 5.86667
H -1.36122 15.30934 7.89970
H 0.08017 14.33737 9.52090
H 1.55142 14.78194 8.64297
H 0.16253 11.42432 9.00078
H 1.54328 12.33938 9.46504
H 1.44040 11.50842 7.84940
H 0.48327 16.69616 9.23586
H 0.66227 17.43257 7.87673
C -7.46052 18.23789 9.35473
C -8.27788 19.53991 9.17264
C -7.46226 20.46796 8.25160
O -6.28658 20.88345 8.93377
C -5.19560 21.15972 8.10018
N -9.63827 19.25513 8.70188
H -8.03532 17.36383 9.66182
H -6.63696 18.36846 10.05837
H -6.94114 18.01232 8.42063
H -8.38126 20.09011 10.10915
H -8.14583 21.31317 8.13776
H -7.35559 19.92735 7.30891
H -4.72657 20.31657 7.58649
H -4.38835 21.52335 8.73892
H -5.38315 21.94545 7.36375
H -9.63494 18.79637 7.80064
H -9.82523 18.63029 9.47566
C 1.13398 22.32532 7.97779
C 1.54804 21.37146 9.14096
C 0.99784 21.67962 10.54768
O 1.61248 22.81831 11.14224
C 2.98863 22.65703 11.46859
N 1.20232 19.98500 8.73665
H 1.07877 23.39520 8.17705
H 0.20110 22.02884 7.49692
H 1.80841 22.22293 7.12638
H 2.62743 21.51048 9.20920
H 1.24432 20.93501 11.30998
H -0.07495 21.83742 10.67062
H 3.58292 22.77761 10.56005
H 3.23154 21.61277 11.68620
H 3.22032 23.32052 12.29816
H 1.59233 19.90538 7.80091
H 0.19126 19.95127 8.73689
C -6.41240 25.71604 8.64252
C -7.18883 26.95663 8.20526
C -6.31710 28.23430 8.11155
O -5.76978 28.78939 9.31685
C -6.85824 29.45289 10.01670
N -7.81110 26.69521 6.91368
H -5.86016 26.01031 9.53948
H -5.59022 25.33427 8.03710
H -7.13584 24.96019 8.94581
H -7.99163 27.17202 8.91130
H -6.89261 28.96549 7.53785
H -5.45920 28.00200 7.47758
H -6.42875 29.92969 10.89751
H -7.55755 28.72906 10.44046
H -7.46114 30.17542 9.46572
H -8.28631 27.56238 6.66739
H -7.14076 26.89502 6.17288
C -2.07624 15.52058 2.60451
C -1.81170 16.80140 1.81131
C -2.82172 17.92693 1.86399
O -2.49348 18.96558 0.91972
C -3.52265 19.85212 0.56833
N -0.47141 17.29383 2.14666
H -3.05407 15.05570 2.47156
H -2.15820 15.83985 3.64640
H -1.25363 14.84302 2.38791
H -1.69102 16.56364 0.75112
H -2.75205 18.44655 2.82432
H -3.85410 17.58834 1.74964
H -3.93483 20.38530 1.42704
H -4.25759 19.30823 -0.02863
H -3.12529 20.66547 -0.03930
H -0.55937 17.79926 3.02044
H -0.28028 17.98500 1.43204
C -2.57274 29.77024 2.38865
C -3.44336 29.53936 3.60089
C -3.31929 28.17535 4.32859
O -3.47416 27.10501 3.44215
C -4.75811 26.97191 2.87921
N -3.35166 30.76412 4.38537
H -2.94664 29.15720 1.56474
H -1.51958 29.49816 2.48622
H -2.50732 30.77523 1.97128
H -4.50577 29.57586 3.34625
H -4.00871 28.20515 5.17576
H -2.32342 27.98297 4.73351
H -5.48972 26.87709 3.68442
H -4.78856 26.04830 2.29885
H -5.07386 27.69094 2.12085
H -2.74314 30.59218 5.18224
H -2.74236 31.46300 3.97953
C 0.97602 26.38635 10.29276
C 1.74789 25.93122 9.10489
C 0.98037 25.97560 7.74395
O 1.78534 25.53582 6.63962
C 1.42526 25.93741 5.34976
N 2.90392 26.77322 8.94848
H 0.28975 25.58126 10.56617
H 0.34580 27.25290 10.08668
H 1.64742 26.52006 11.13858
H 2.18557 24.95930 9.34387
H 0.71505 27.03585 7.67614
H 0.00536 25.48692 7.80616
H 0.44882 25.52399 5.07290
H 1.96160 25.63411 4.45014
H 1.30695 27.02261 5.29664
H 3.60591 26.31728 8.37905
H 2.51466 27.44490 8.29504
C -1.42823 19.68063 5.29305
C -1.43277 21.16092 4.88709
C -2.25494 21.99584 5.82672
O -2.19430 23.37240 5.39767
C -2.57454 24.30660 6.35701
N -0.05434 21.58580 4.75817
H -0.78492 19.35097 6.10998
H -0.98134 19.18538 4.42736
H -2.35802 19.12707 5.43332
H -1.87924 21.24235 3.89164
H -1.87668 21.67702 6.80276
H -3.26823 21.58742 5.86816
H -2.79200 25.31184 5.99854
H -1.75375 24.46995 7.06398
H -3.30730 23.86177 7.03493
H 0.47239 21.12702 4.02366
H -0.27853 22.52155 4.43461
C -2.24700 23.64052 0.51825
C -2.49004 23.47622 2.01136
O -3.49887 22.52009 2.48485
O -3.08099 24.61758 -0.04283
H -2.32912 22.69075 -0.01447
H -1.24928 24.05720 0.37718
H -2.90584 24.41882 2.37053
H -1.53960 23.22619 2.48507
H -3.32943 22.48915 3.43106
H -3.97137 24.27617 0.08843
C -2.96757 18.21628 9.37609
C -2.17137 19.15387 10.25725
O -2.60434 19.04556 11.55065
O -2.61056 18.43727 8.03963
H -4.04282 18.39392 9.45120
H -2.91169 17.20700 9.79350
H -2.22642 20.18315 9.88648
H -1.10241 18.97546 10.10002
H -2.43173 19.82509 12.08194
H -1.72392 18.05959 7.97267
C 1.99135 18.69659 5.11165
C 2.51619 19.05722 3.73987
O 1.58497 19.86172 3.05136
O 1.86682 19.75094 6.03332
H 2.69653 17.98344 5.54371
H 1.06703 18.11958 5.02674
H 2.71816 18.16841 3.13885
H 3.49064 19.53053 3.88419
H 1.81676 20.22034 2.19236
H 1.39272 20.41202 5.50519
*
```

Properties
LUMO energy: 0.25 eV
HOMO level: -8.87 eV
Energy above the lowest of the compared OMol25 structures with the same formula, charge and spin: 0.0 kJ/mol

[2]
22 unconnected molecules or ions with the total composition C44H132O44 at a distorted geometry, computed with ωB97M-V with the def2-TZVPD basis set.

```
! wB97M-V def2-TZVPD RIJCOSX def2/J DEFGRID3
* xyz 0 1
C 4.00500 3.43242 5.59043
C 5.40143 2.78098 5.25426
O 5.05555 1.44946 4.94424
O 3.37127 3.56996 4.36260
H 4.28391 4.40976 5.98430
H 3.51163 2.80419 6.33206
H 6.03901 2.84249 6.13620
H 5.88725 3.42725 4.52322
H 4.60996 1.48683 4.09474
H 3.70092 4.37757 3.96172
C -3.04230 -2.31586 -3.03029
C -1.86278 -3.16398 -3.47431
O -1.41406 -2.84166 -4.81724
O -2.62030 -0.92632 -2.79418
H -3.45195 -2.78205 -2.13422
H -3.84440 -2.24319 -3.76476
H -2.20040 -4.19782 -3.54697
H -1.00993 -3.06066 -2.80342
H -2.01940 -3.35665 -5.35570
H -1.67806 -1.09481 -2.72070
C -1.60341 6.36939 -4.36287
C -0.33612 6.23677 -3.55911
O -0.17725 4.92429 -3.13357
O -1.24383 5.91154 -5.63117
H -1.79121 7.43949 -4.45075
H -2.47461 5.82598 -3.99707
H -0.53640 6.75200 -2.61969
H 0.49603 6.55416 -4.18754
H -0.27355 4.56066 -4.01679
H -1.87176 5.23954 -5.90636
C 1.92448 -6.33691 0.71755
C 1.62366 -4.86925 1.08928
O 2.31451 -4.11673 0.03363
O 3.29984 -6.72225 0.52656
H 1.35754 -6.48230 -0.20198
H 1.52175 -7.04325 1.44349
H 2.00474 -4.52295 2.04997
H 0.54742 -4.71090 1.15824
H 2.02409 -4.54746 -0.77367
H 3.90059 -6.11332 0.09078
C -4.53369 1.31516 1.41154
C -4.37183 0.64027 2.78622
O -2.96528 0.77217 3.05241
O -5.78759 1.40363 0.78922
H -3.98685 0.61731 0.77746
H -4.09973 2.30827 1.52781
H -4.70582 -0.34657 2.46575
H -5.03021 1.14087 3.49618
H -2.72995 1.69291 3.18826
H -6.28001 2.01797 1.33850
C 6.65231 2.86367 -0.22120
C 5.15150 2.78861 -0.43196
O 4.57846 1.62321 0.13106
O 7.43227 1.62065 -0.43399
H 6.77565 3.21931 0.80173
H 7.11363 3.64933 -0.81955
H 5.06611 2.69434 -1.51451
H 4.75361 3.73462 -0.06474
H 3.66413 1.75761 -0.12882
H 7.32176 1.03466 0.31834
C 2.44020 -5.79971 -4.75650
C 1.18835 -5.53971 -3.87058
O 1.62348 -4.92506 -2.63721
O 2.64439 -4.60622 -5.41337
H 2.33282 -6.56543 -5.52478
H 3.33302 -6.04863 -4.18291
H 0.73532 -6.52144 -3.73250
H 0.45799 -4.88812 -4.35026
H 2.22118 -4.17755 -2.71196
H 3.59749 -4.49137 -5.40882
C -1.11466 7.04682 0.98061
C -1.69903 7.81993 2.22345
O -0.95026 7.66947 3.41914
O 0.22601 7.66650 0.84206
H -1.70816 7.07776 0.06688
H -1.10702 5.95686 0.98626
H -2.78182 7.70392 2.27042
H -1.38538 8.85972 2.13090
H -0.22720 8.29466 3.33018
H 0.10766 8.45829 0.31227
C 0.77391 -2.10364 6.37458
C 0.63411 -3.32001 5.38919
O 0.49068 -2.79908 4.05961
O 0.79165 -2.43977 7.73522
H -0.08746 -1.48049 6.13413
H 1.66549 -1.58878 6.01664
H -0.30431 -3.83090 5.60469
H 1.48015 -3.98285 5.57075
H -0.44197 -2.60816 3.93581
H 0.40866 -1.75396 8.28711
C 1.93895 3.41191 1.48797
C 1.35202 4.03533 0.17670
O 2.30308 3.95728 -0.84300
O 1.06158 3.26522 2.63652
H 2.83078 4.01198 1.66865
H 2.40646 2.45156 1.27053
H 1.25475 5.11054 0.32683
H 0.43678 3.57460 -0.19501
H 2.20107 4.73320 -1.39901
H 1.73957 3.16545 3.30881
C -2.72857 -2.03590 7.51180
C -3.06083 -1.11209 6.34283
O -4.35089 -1.18060 5.82283
O -2.70071 -3.42946 7.21067
H -3.42661 -1.84226 8.32625
H -1.67078 -1.92500 7.75033
H -2.38297 -1.25878 5.50194
H -2.99442 -0.07557 6.67346
H -4.35317 -1.95287 5.25256
H -2.05038 -3.63052 6.53374
C -4.44744 4.00937 -2.77210
C -4.28283 2.56054 -2.23220
O -3.20484 2.01020 -2.90878
O -4.71347 3.97042 -4.02288
H -3.56467 4.61177 -2.55780
H -5.27736 4.60817 -2.39692
H -5.25965 2.12026 -2.43238
H -4.23336 2.41027 -1.15374
H -2.98816 1.32267 -2.27479
H -3.99235 3.45796 -4.39568
C -6.47758 -1.23936 -1.23952
C -6.45008 -1.66928 0.25339
O -7.28224 -0.92328 1.07485
O -7.34603 -1.80808 -2.13271
H -5.49517 -1.17102 -1.70671
H -6.68487 -0.17007 -1.28137
H -5.52057 -1.29809 0.68504
H -6.59475 -2.74852 0.30267
H -6.97385 -0.02482 0.93610
H -7.83150 -2.46086 -1.62300
C 4.97978 -1.75273 2.36265
C 4.84764 -1.80288 0.78407
O 5.57637 -0.72462 0.29158
O 4.12499 -0.86872 3.11882
H 6.01518 -1.47011 2.55286
H 4.84503 -2.76140 2.75319
H 3.82540 -1.82442 0.40635
H 5.47363 -2.58734 0.35877
H 5.03618 0.02411 0.55464
H 3.89626 -1.27660 3.95722
C 5.39810 -4.77178 -1.35963
C 5.98167 -3.90094 -2.53643
O 7.09562 -4.73399 -3.06475
O 4.77220 -5.90715 -1.91923
H 4.76980 -4.14449 -0.72730
H 6.13613 -5.07973 -0.61897
H 6.31272 -2.98143 -2.05373
H 5.30588 -3.51864 -3.30145
H 8.00169 -4.54113 -2.81286
H 5.29352 -6.52232 -2.44017
C 4.76624 4.12887 -4.73112
C 3.53710 3.26504 -4.12552
O 2.43664 3.36880 -4.96191
O 5.68089 3.49019 -5.63939
H 5.27955 4.28994 -3.78313
H 4.45133 5.10016 -5.11260
H 3.35030 3.85313 -3.22699
H 3.85413 2.23133 -3.98747
H 2.75701 3.25064 -5.85913
H 6.27295 2.91591 -5.14821
C -3.70870 -6.28991 -1.79115
C -4.02765 -5.07988 -0.90476
O -4.51855 -5.71559 0.30704
O -2.78018 -7.20102 -1.20965
H -3.27925 -6.10274 -2.77534
H -4.65347 -6.80913 -1.95213
H -4.78038 -4.38348 -1.27423
H -3.13590 -4.53543 -0.59418
H -4.59943 -6.65329 0.11788
H -2.15221 -6.71103 -0.67379
C 0.58542 0.31721 0.05133
C -0.43507 0.50691 1.17513
O -0.81467 -0.73269 1.58631
O 1.79247 -0.37828 0.36741
H 0.95293 1.30863 -0.21349
H 0.04707 -0.05170 -0.82170
H -1.32203 1.08404 0.91374
H 0.15794 0.94503 1.97794
H -0.87664 -0.75217 2.54412
H 1.54492 -1.27427 0.60726
C -5.21701 -4.03450 3.01850
C -4.09779 -4.91185 3.70971
O -3.04909 -4.04762 4.12866
O -4.68221 -3.64175 1.77147
H -5.53175 -3.20465 3.65127
H -6.14085 -4.59470 2.87428
H -3.68573 -5.63265 3.00349
H -4.56320 -5.46225 4.52736
H -2.74387 -3.62365 3.32325
H -4.82108 -4.29914 1.08579
C -2.22301 4.02128 4.27256
C -1.35477 3.67189 5.51485
O -0.02782 4.13977 5.36876
O -1.77485 3.34388 3.14708
H -2.18548 5.08409 4.03351
H -3.28238 3.88841 4.49208
H -1.34017 2.63604 5.85383
H -1.81838 4.23322 6.32607
H 0.00380 4.92455 4.81675
H -0.83481 3.22655 3.30252
C 1.81898 -0.19628 -3.64778
C 2.82402 -1.32980 -3.59192
O 2.93304 -2.01538 -2.41310
O 1.84468 0.27051 -4.93615
H 2.04534 0.54449 -2.88090
H 0.90755 -0.74058 -3.40050
H 3.84808 -1.11817 -3.89946
H 2.56738 -2.16665 -4.24147
H 2.79559 -1.28515 -1.80526
H 2.03078 1.20868 -5.01872
C -2.13878 1.23473 -7.39550
C -1.69023 1.26836 -5.91424
O -1.69928 2.54385 -5.37990
O -3.23917 1.95944 -7.67199
H -2.35636 0.23013 -7.75818
H -1.25619 1.48350 -7.98477
H -0.64491 0.96833 -5.84083
H -2.29608 0.52477 -5.39644
H -2.03902 2.37491 -4.49806
H -2.93303 2.86474 -7.76310
*
```

Properties
LUMO energy: 0.03 eV
HOMO level: -9.41 eV
Energy above the lowest of the compared OMol25 structures with the same formula, charge and spin: 1067.6 kJ/mol

[3]
A molecular structure, C44H24Cl4CoN4SbSe4 at a distorted geometry, computed with ωB97M-V with the def2-TZVPD basis set.

```
! wB97M-V def2-TZVPD RIJCOSX def2/J DEFGRID3
* xyz -2 5
Co 12.24224 13.81550 13.79280
Cl 18.18790 6.73766 11.84227
C 17.07237 7.94691 12.21524
C 15.85596 8.07640 11.50573
C 15.00285 9.13901 11.74449
C 15.30810 10.10112 12.70655
C 16.54799 10.05606 13.32904
C 17.39900 8.97764 13.16069
C 14.31989 11.24740 12.94559
C 13.01367 10.95517 13.42755
C 12.34030 9.72129 13.33794
C 11.01235 9.93379 13.82762
C 10.97730 11.29152 14.36424
C 9.95822 11.77757 15.15669
C 8.85431 10.90651 15.66715
C 9.17813 9.69319 16.32872
C 8.21363 9.03560 17.09838
C 6.86439 9.35526 16.95102
Cl 5.67740 8.53973 17.83992
C 6.49393 10.45039 16.12814
C 7.49444 11.27708 15.60682
C 10.09641 13.09937 15.62635
N 10.98419 14.08930 15.09764
C 10.71957 15.24838 15.93508
C 11.04580 16.57441 15.56752
C 10.67519 17.72735 16.39345
C 11.05665 17.79684 17.75454
C 10.97495 19.01005 18.46412
C 10.31220 20.08561 17.89164
Cl 9.81183 21.36156 18.93188
C 9.88329 19.99580 16.54529
C 10.08840 18.89968 15.78403
C 11.79032 16.74590 14.36493
C 12.10518 18.01300 13.85982
C 12.70479 17.76654 12.61865
C 12.91216 16.38838 12.40631
N 12.31813 15.67951 13.53602
C 13.56231 15.86147 11.26911
C 14.10095 14.59667 11.56815
C 15.32557 14.05046 11.06096
C 15.58490 12.86910 11.71596
C 14.50400 12.58684 12.53142
N 13.59822 13.65442 12.53446
C 13.87102 16.60176 9.97261
C 15.22767 16.78138 9.60692
C 15.55417 17.45226 8.43448
C 14.49062 17.77227 7.52977
Cl 14.79090 18.28367 5.93875
C 13.16157 17.62390 7.91981
C 12.85125 17.01252 9.12481
C 9.88886 14.93662 17.00579
C 9.46014 13.62344 16.80456
N 12.21038 11.99503 14.07637
H 15.66465 7.29819 10.81587
H 13.98830 9.08670 11.30577
H 16.97112 10.88021 13.94372
H 18.26017 8.92633 13.80176
H 12.81920 8.78333 12.96013
H 10.17277 9.27498 13.86226
H 10.18767 9.26356 16.19310
H 8.48160 8.20105 17.76440
H 5.41353 10.65741 16.07186
H 7.16608 12.19986 15.13553
H 11.48239 16.90953 18.21375
H 11.20457 19.01915 19.55093
H 9.36004 20.81073 16.13118
H 9.90468 18.81735 14.72771
H 11.91124 18.99689 14.30949
H 12.92459 18.48117 11.82604
H 15.94035 14.39716 10.28632
H 16.40228 12.22396 11.49265
H 15.95882 16.45039 10.33094
H 16.56355 17.69589 8.10553
H 12.36066 17.96844 7.20466
H 11.82754 16.83250 9.41984
H 9.52866 15.57699 17.83139
H 8.80798 13.10819 17.43362
Se 9.18652 15.66601 7.04556
Sb 7.65971 13.93330 7.77908
Se 7.93062 14.67063 10.57613
Se 9.17212 12.84798 11.08974
Se 9.16680 11.98072 8.59143
*
```

Properties
LUMO energy (alpha / beta): 3.35 / 2.99 eV
HOMO level (alpha / beta): -0.79 / -2.32 eV

Respective DFT total energy values: -95861.388; -137839.327; -407618.921 eV.